Here is an isolated molecule of C3H6N4 from the OMol25 dataset. Energies are from wB97M-V/def2-TZVPD.

Structure (XYZ):
```
13
Properties=species:S:1:pos:R:3
C -2.508 -0.370 0.047
C -0.173 0.299 -0.086
C 0.960 1.088 -0.017
H -2.349 -1.003 0.994
H -3.464 0.111 0.010
H -2.353 -1.170 -0.753
H -1.663 1.595 0.318
H 1.132 2.137 -0.077
H 2.967 0.407 0.103
N -1.493 0.660 -0.064
N 1.973 0.196 0.070
N 1.564 -1.032 0.007
N 0.249 -0.993 -0.050
```

Computed properties:
- Calculated total energy: -9167.302 eV
- Gap between HOMO and LUMO: 8.93 eV
- Energy above the lowest of the compared OMol25 structures with the same formula, charge and spin: 1.5540 eV
- SMILES: CNc1c[nH]nn1

Charges per atom according to Mulliken partitioning, unit e: -0.713, 0.334, -0.424, 0.245, 0.325, 0.224, 0.233, 0.415, 0.232, -0.282, 0.321, -0.777, -0.134